The following is a DFT calculation (ωB97M-V/def2-TZVPD) of C5H6N2O in the gas phase in a non-equilibrium geometry.

Values from the calculation:
energy	-378.7576	Ha
SMILES	C=COc1ncc[nH]1
HOMO	-8.49	eV
ΔE to the lowest compared entry with this formula, charge and spin	71.1	kcal/mol

Geometry as ORCA input:
```
! RIJCOSX wB97M-V def2-TZVPD def2/J DEFGRID3
* xyz 0 1
O -0.986 -0.806 0.040
N 1.450 -1.050 -0.037
N 0.713 0.954 -0.066
C 2.191 0.889 -0.042
C -3.240 0.102 -0.067
C -1.831 0.174 0.009
C 2.632 -0.326 0.073
C 0.372 -0.312 -0.047
H -1.179 1.130 0.186
H -4.036 0.939 0.071
H 3.571 -0.755 -0.046
H 2.557 1.993 0.077
H -3.895 -0.865 0.004
H 1.681 -2.068 -0.156
*
```

Here are the Löwdin charges for atoms 1 to 5, given in e:
1 O 0.029
2 N 0.086
3 N 0.094
4 C -0.113
5 C -0.005

=====

The following is a DFT calculation (ωB97M-V/def2-TZVPD) of a 11-piece molecular cluster, C58H74O8S4 overall in a non-equilibrium geometry.

Values from the calculation:
energy	-4449.0170	Ha
SMILES	O=S1(=O)CCCC1.O=S1(=O)CCCC1.O=S1(=O)CCCC1.O=S1(=O)CCCC1.c1ccccc1.c1ccccc1.c1ccccc1.c1ccccc1.c1ccccc1.c1ccccc1.c1ccccc1
HOMO	-8.91	eV

Geometry as ORCA input:
```
! RIJCOSX wB97M-V def2-TZVPD def2/J DEFGRID3
* xyz 0 1
S -1.929 -5.006 -3.467
S 0.917 -0.969 -4.641
S -1.109 -0.144 0.315
S -4.501 2.205 -1.316
O -2.566 -0.166 0.339
O -2.046 -6.377 -3.030
O -3.121 2.422 -1.680
O -1.053 -4.597 -4.566
O -0.366 -0.943 -0.748
O -4.907 2.477 0.058
O 1.606 -0.259 -5.679
O 1.573 -2.011 -3.906
C 6.099 -0.995 -0.015
C -1.829 3.287 4.624
C 3.862 3.761 0.821
C -0.828 -3.523 3.792
C 3.007 4.875 0.829
C -1.427 4.406 3.901
C 1.628 4.922 -2.370
C 1.653 -4.512 -1.933
C 3.989 -1.274 3.252
C -1.556 -0.219 -4.999
C -0.898 -1.095 5.209
C 4.022 -1.392 4.646
C 3.942 -2.439 2.470
C 0.536 1.762 1.477
C 1.592 6.306 -2.528
C 0.681 0.395 2.075
C 3.362 3.379 3.143
C 1.166 -4.153 0.366
C 0.387 -2.920 4.212
C -6.240 1.762 -3.260
C -0.500 -0.500 2.033
C -1.566 -3.895 -2.024
C -5.683 3.007 -2.521
C 4.063 -3.721 4.530
C -2.649 3.565 1.988
C 3.967 2.965 1.960
C -5.221 0.620 -3.250
C -3.761 -3.123 -2.821
C 5.634 -1.945 -0.889
C 4.430 -1.723 -1.505
C -1.876 4.567 2.585
C 0.468 7.021 -2.208
C 1.486 -5.847 -1.729
C -3.627 -4.334 -3.781
C -0.728 -1.481 -5.234
C 1.280 -6.356 -0.456
C -2.049 -2.878 4.125
C -2.624 2.317 4.041
C 5.310 0.153 0.271
C -0.558 5.005 -1.308
C 3.995 -3.654 3.135
C -3.077 2.458 2.702
C 2.643 4.539 3.171
C -0.364 1.545 0.162
C 2.431 5.290 1.992
C 0.314 -1.709 4.886
C 4.026 -2.604 5.317
C 4.006 0.263 -0.227
C -4.891 0.433 -1.784
C -2.943 -3.363 -1.591
C 1.072 -5.517 0.646
C 1.493 -3.683 -0.840
C -2.071 -1.705 4.845
C 0.290 0.395 -3.492
C 3.631 -0.675 -1.219
C -0.594 6.410 -1.525
C -1.244 0.279 -3.559
C 0.507 4.263 -1.823
H -6.539 1.943 -4.323
H -3.534 -2.171 -3.324
H 4.527 3.617 0.016
H 3.831 -2.415 1.394
H 1.295 -1.324 5.087
H 4.215 -2.430 -2.264
H -0.757 5.141 4.314
H 3.904 -4.545 2.576
H 1.428 2.366 1.280
H -3.742 1.735 2.274
H 0.963 -3.503 1.221
H -1.472 6.962 -1.139
H 4.088 -4.750 4.942
H 7.097 -1.082 0.490
H -1.290 0.520 -5.720
H -0.808 -4.414 3.152
H 1.154 -7.423 -0.396
H -0.554 -1.807 -6.261
H 0.241 1.554 -0.751
H -1.683 1.304 -3.422
H -2.947 -2.541 -0.891
H 3.102 5.546 -0.004
H -3.008 -1.237 5.002
H -1.207 -0.035 2.723
H 4.731 2.211 2.006
H 0.740 1.335 -3.938
H -0.017 2.330 2.209
H -3.808 -4.071 -4.819
H -5.821 0.119 -1.262
H -0.292 -1.531 2.276
H -5.084 3.714 -3.121
H -5.683 -0.242 -3.673
H -1.587 3.107 5.679
H 2.448 6.850 -2.888
H 4.013 -2.630 6.403
H 3.319 1.119 -0.049
H 1.290 -3.421 3.890
H -1.319 4.565 -0.677
H 3.871 -0.318 2.778
H 1.477 -0.151 1.552
H -3.470 -4.173 -1.034
H -6.455 3.628 -2.034
H 1.977 -4.101 -2.885
H -3.035 1.429 4.569
H -1.090 -2.331 -4.633
H -1.045 -4.486 -1.279
H 1.948 6.301 2.064
H -0.860 -0.068 5.614
H -4.417 0.796 -3.983
H -1.231 2.194 -0.071
H 5.740 0.890 0.946
H -3.895 -0.041 -1.605
H 2.487 4.317 -2.612
H 4.060 -0.498 5.265
H -2.973 3.735 0.996
H -2.634 -0.365 -4.977
H -7.198 1.426 -2.840
H -1.635 5.458 2.022
H 1.556 -2.612 -0.995
H -1.667 -0.398 -2.821
H -4.802 -2.952 -2.521
H -4.360 -5.131 -3.576
H 0.793 -5.750 1.658
H 1.508 -6.509 -2.598
H 2.758 -0.493 -1.779
H 2.291 4.994 4.118
H 0.432 8.095 -2.370
H -3.005 -3.311 3.787
H -0.941 -3.141 -2.521
H 0.663 0.289 -2.475
H 0.495 3.152 -1.798
H 6.204 -2.828 -1.104
H 0.991 0.385 3.137
H 3.562 2.757 4.006
*
```

Here are the Löwdin charges for atoms 1 to 5, given in e:
1 S 0.708
2 S 0.683
3 S 0.782
4 S 0.703
5 O -0.354

=====

no.,Kohn-Sham gap (eV)
1,9.16
2,9.10